ORCA calculation (ωB97M-V with the def2-TZVPD basis set) on C28H24N9O4RhSSe2Te2 as an isolated structure.

Results
- spin multiplicity = 5
- LUMO level (alpha / beta) (eV) = -1.63 / -3.30
- highest occupied orbital energy (alpha / beta) (hartree) = -0.212 / -0.260
- HOMO-LUMO gap (alpha / beta) (eV) = 4.14 / 3.77
- charge = 0

Geometry (Å):
Rh  1.905  -0.110  -3.042
C  -8.572  1.273  5.555
O  -8.001  2.304  4.768
C  -6.954  1.979  3.968
C  -6.404  0.704  3.871
C  -5.327  0.485  3.026
C  -4.785  1.516  2.271
C  -5.350  2.788  2.375
C  -6.420  3.021  3.211
C  -3.638  1.233  1.402
N  -3.097  0.049  1.231
C  -2.060  0.254  0.360
C  -1.977  1.574  -0.007
N  -2.998  2.196  0.669
C  -0.992  2.103  -0.907
C  -0.836  3.421  -1.268
C  0.200  3.771  -2.160
C  1.024  2.794  -2.650
N  0.907  1.494  -2.309
C  -0.101  1.125  -1.436
C  -0.182  -0.226  -1.089
N  0.717  -1.087  -1.687
C  0.699  -2.387  -1.341
C  -0.197  -2.909  -0.446
C  -1.148  -2.060  0.148
C  -1.143  -0.723  -0.166
H  -9.387  1.733  6.107
H  -7.843  0.864  6.258
H  -8.967  0.470  4.928
H  -6.796  -0.119  4.448
H  -4.888  -0.499  2.946
H  -4.961  3.619  1.800
H  -6.861  4.005  3.300
H  -3.216  3.176  0.656
H  -1.488  4.185  -0.869
H  0.369  4.798  -2.446
H  1.837  3.045  -3.320
H  1.443  -3.015  -1.810
H  -0.160  -3.962  -0.212
H  -1.877  -2.434  0.853
Se  2.444  0.953  -5.082
Te  3.963  -0.395  -6.530
Te  6.353  -0.404  -5.221
Se  6.407  -2.155  -3.583
N  3.287  -6.335  -4.497
C  3.291  -5.110  -3.951
N  3.796  -4.959  -2.710
N  2.788  -4.124  -4.666
C  2.744  -2.935  -4.147
N  2.699  -1.861  -3.715
H  3.502  -7.149  -3.952
H  2.773  -6.453  -5.353
H  4.328  -5.700  -2.286
H  4.015  -4.024  -2.399
N  3.810  0.283  -1.833
C  3.746  0.407  -0.396
C  2.998  1.417  0.189
C  3.005  1.551  1.567
C  3.749  0.685  2.360
C  4.461  -0.346  1.764
C  4.458  -0.490  0.385
S  3.839  0.936  4.135
O  2.747  0.129  4.654
O  3.654  2.371  4.274
O  5.168  0.448  4.467
H  4.441  -0.467  -2.112
H  4.123  1.142  -2.279
H  2.425  2.094  -0.428
H  2.451  2.342  2.054
H  5.035  -1.011  2.394
H  5.025  -1.286  -0.089

---

ORCA calculation (ωB97M-V with the def2-TZVPD basis set) on C50H69N6O4PZr as an isolated structure.

Results
- spin multiplicity = 1
- LUMO level (eV) = -5.87
- highest occupied orbital energy (hartree) = -0.448
- HOMO-LUMO gap (eV) = 6.31
- charge = +2

Geometry (Å):
Zr  -0.234  -0.001  -0.167
C  2.277  3.334  -5.924
C  2.038  2.353  -4.812
C  2.583  1.100  -4.799
C  2.376  0.175  -3.738
C  2.670  -1.208  -3.870
N  3.175  -1.750  -4.934
C  3.279  -3.198  -5.200
C  2.069  -3.972  -4.677
C  2.377  -4.656  -3.340
N  1.226  -4.967  -2.516
C  0.773  -4.066  -1.542
C  1.813  -3.703  -0.517
C  2.987  -4.396  -0.253
C  3.911  -3.942  0.685
C  5.170  -4.711  0.975
C  3.647  -2.742  1.335
C  2.476  -2.018  1.100
C  2.310  -0.741  1.778
N  1.511  0.219  1.492
C  1.742  1.442  2.299
C  0.473  2.151  2.721
C  -0.099  3.076  1.664
N  -0.217  2.336  0.414
C  0.244  2.813  -0.652
C  1.017  1.832  -2.709
C  1.177  2.697  -3.740
C  1.644  0.569  -2.597
O  1.453  -0.120  -1.514
C  1.552  -2.563  0.219
O  0.313  -2.014  0.122
H  2.870  2.891  -6.722
H  2.810  4.213  -5.558
H  1.335  3.677  -6.352
H  3.188  0.813  -5.652
H  2.355  -1.866  -3.064
H  3.445  -1.143  -5.697
H  4.204  -3.562  -4.748
H  3.394  -3.293  -6.277
H  1.781  -4.716  -5.420
H  1.214  -3.302  -4.562
H  3.052  -4.028  -2.756
H  2.928  -5.580  -3.536
H  0.479  -5.429  -3.014
H  -0.093  -4.508  -1.051
H  3.173  -5.327  -0.774
H  5.159  -5.683  0.485
H  5.290  -4.879  2.045
H  6.052  -4.170  0.627
H  4.363  -2.356  2.052
H  3.020  -0.592  2.595
H  2.364  2.105  1.692
H  2.316  1.166  3.185
H  0.674  2.738  3.616
H  -0.260  1.395  2.992
H  0.552  3.944  1.516
H  -1.086  3.439  1.955
H  0.716  3.775  -0.829
H  0.631  3.633  -3.756
C  -1.677  2.150  5.217
C  -2.321  1.136  4.259
C  -3.806  1.018  4.636
C  -1.651  -0.237  4.310
C  -1.404  -0.727  5.591
C  -0.930  -2.004  5.809
C  -0.775  -2.850  4.729
C  -1.014  -2.422  3.427
C  -1.114  -3.485  2.351
C  0.002  -4.529  2.401
C  -2.483  -4.166  2.456
C  -1.365  -1.078  3.206
N  -1.517  -0.580  1.841
C  -2.723  -0.183  1.549
C  -3.102  0.402  0.327
C  -4.359  0.925  0.050
C  -4.349  1.259  -1.300
C  -3.097  0.916  -1.810
N  -2.299  0.420  -0.816
C  -2.734  1.007  -3.281
C  -1.568  0.085  -3.653
C  -3.944  0.556  -4.118
C  -2.447  2.471  -3.654
H  -1.943  3.169  4.929
H  -0.594  2.065  5.253
H  -2.043  2.008  6.234
H  -2.274  1.536  3.244
H  -3.906  0.624  5.648
H  -4.367  0.354  3.979
H  -4.282  2.000  4.611
H  -1.605  -0.089  6.442
H  -0.741  -2.355  6.814
H  -0.503  -3.883  4.901
H  -1.082  -2.989  1.392
H  -0.089  -5.170  3.278
H  0.995  -4.076  2.425
H  -0.056  -5.185  1.530
H  -2.596  -4.669  3.418
H  -2.604  -4.915  1.670
H  -3.297  -3.444  2.365
H  -3.520  -0.300  2.277
H  -5.175  1.012  0.749
H  -5.170  1.664  -1.867
H  -1.921  -0.935  -3.813
H  -0.798  0.018  -2.887
H  -1.097  0.423  -4.579
H  -4.270  -0.444  -3.829
H  -3.664  0.533  -5.173
H  -4.789  1.235  -4.018
H  -1.637  2.898  -3.066
H  -3.334  3.083  -3.483
H  -2.189  2.545  -4.713
C  -1.833  -2.690  -0.992
C  -0.485  -2.054  -1.223
O  0.321  -2.746  -2.104
H  -1.837  -3.780  -0.921
H  -2.449  -2.400  -1.846
H  -2.327  -2.296  -0.106
C  4.521  3.785  0.565
P  3.794  2.606  -0.640
C  4.922  1.174  -0.457
C  4.427  3.335  -2.198
O  0.053  1.991  -1.716
H  5.560  4.018  0.327
H  4.490  3.369  1.574
H  3.952  4.716  0.571
H  5.972  1.472  -0.498
H  4.726  0.455  -1.255
H  4.738  0.671  0.494
H  5.495  3.555  -2.133
H  3.896  4.262  -2.422
H  4.261  2.647  -3.028

---

Computed values of DFT total energy (unit: Eh) for the preceding records, in sequence: -7722.84772 -2964.21463.
Computed values of energy relative to the best compared isomer or geometry (same formula, charge and spin) (unit: kcal per mole) for the preceding records, in sequence: 43.5 0.0.